[1]
{
  "formula": "C3H5FO",
  "method": "ωB97M-V/def2-TZVPD",
  "e_lumo_ev": 0.6,
  "fmax_ev_per_a": 2.9,
  "homo_energy_ev": -10.27,
  "homo_lumo_gap_ev": 10.92,
  "e_tot_ha": -292.3738,
  "charge": 0,
  "smiles": "C[C@@H](F)C=O",
  "species": ["C", "C", "F", "C", "O", "H", "H", "H", "H", "H"],
  "coordinates": [[0.70, 0.33, -0.78], [0.25, -0.11, 0.57], [0.27, 1.01, 1.49], [-1.20, -0.45, 0.41], [-1.48, -1.44, -0.25], [1.80, 0.58, -0.71], [0.08, 1.16, -1.29], [0.60, -0.64, -1.29], [0.79, -0.93, 1.12], [-1.81, 0.49, 0.73]]
}



[2]
{
  "formula": "C42H30I3N2PRuSe",
  "method": "ωB97M-V/def2-TZVPD",
  "e_lumo_ev": [2.0, 2.0],
  "fmax_ev_per_a": 1.6,
  "homo_energy_ev": [-3.28, -3.26],
  "homo_lumo_gap_ev": [5.25, 5.22],
  "e_tot_ha": -5458.8517,
  "spin_multiplicity": 2,
  "charge": -1,
  "species": ["Ru", "I", "C", "C", "C", "C", "C", "C", "C", "C", "C", "P", "C", "C", "C", "C", "C", "C", "C", "C", "C", "C", "C", "C", "C", "H", "H", "H", "H", "H", "H", "H", "H", "H", "H", "H", "H", "H", "H", "H", "H", "C", "C", "C", "C", "C", "C", "C", "C", "C", "C", "C", "C", "C", "C", "C", "N", "H", "H", "H", "H", "H", "H", "H", "H", "H", "H", "I", "Se", "I", "C", "C", "C", "C", "N", "C", "H", "H", "H", "H"],
  "coordinates": [[-2.44, 0.93, 1.52], [1.52, 0.19, 2.98], [3.46, 0.59, 2.27], [4.38, 0.73, 3.29], [5.74, 0.80, 3.01], [6.17, 0.69, 1.71], [5.24, 0.62, 0.65], [5.73, 0.57, -0.67], [4.87, 0.55, -1.73], [3.50, 0.58, -1.50], [2.96, 0.60, -0.22], [1.10, 0.63, -0.22], [0.92, 2.17, -1.22], [0.70, 3.28, -0.41], [0.59, 4.55, -0.95], [0.68, 4.73, -2.32], [0.89, 3.63, -3.13], [1.02, 2.36, -2.59], [0.94, -0.79, -1.35], [0.15, -0.83, -2.49], [0.01, -2.02, -3.20], [0.64, -3.17, -2.77], [1.42, -3.14, -1.62], [1.56, -1.97, -0.92], [3.83, 0.61, 0.91], [4.05, 0.77, 4.31], [6.45, 0.89, 3.82], [7.22, 0.68, 1.47], [6.80, 0.56, -0.82], [5.24, 0.52, -2.75], [2.84, 0.56, -2.35], [0.61, 3.14, 0.66], [0.42, 5.40, -0.30], [0.58, 5.71, -2.75], [0.96, 3.77, -4.21], [1.18, 1.53, -3.26], [-0.36, 0.05, -2.82], [-0.61, -2.04, -4.09], [0.52, -4.09, -3.32], [1.92, -4.04, -1.29], [2.17, -1.94, -0.02], [-2.64, 4.24, -1.30], [-2.78, 3.54, -2.49], [-2.69, 2.16, -2.50], [-2.49, 1.47, -1.31], [-2.33, 2.17, -0.10], [-2.41, 3.55, -0.11], [-2.46, 0.01, -1.22], [-3.02, -0.84, -2.18], [-3.02, -2.20, -1.99], [-2.37, -2.74, -0.85], [-2.30, -4.11, -0.57], [-1.62, -4.57, 0.54], [-0.95, -3.68, 1.37], [-1.00, -2.33, 1.12], [-1.76, -1.82, 0.05], [-1.88, -0.48, -0.10], [-2.72, 5.32, -1.29], [-2.98, 4.08, -3.40], [-2.82, 1.62, -3.43], [-2.32, 4.11, 0.81], [-3.50, -0.41, -3.05], [-3.49, -2.86, -2.69], [-2.79, -4.80, -1.25], [-1.61, -5.63, 0.76], [-0.38, -4.05, 2.21], [-0.46, -1.63, 1.74], [-5.16, 1.11, 1.41], [-1.69, 2.48, 3.09], [-0.74, -1.93, 6.74], [-2.00, -1.90, 5.04], [-2.93, -2.90, 4.84], [-3.68, -2.84, 3.66], [-3.47, -1.80, 2.79], [-2.59, -0.81, 3.02], [-1.86, -0.87, 4.14], [-3.08, -3.69, 5.57], [-4.42, -3.58, 3.44], [-4.04, -1.74, 1.87], [-1.15, -0.06, 4.31]]
}



[3]
{
  "formula": "C21H22F2N2O5S",
  "method": "ωB97M-V/def2-TZVPD",
  "e_lumo_ev": 0.4,
  "fmax_ev_per_a": 0.9,
  "homo_energy_ev": -8.99,
  "homo_lumo_gap_ev": 9.39,
  "e_tot_ha": -1897.0954,
  "charge": 0,
  "smiles": "CCOC(=O)C1CCN(C(=O)c2cccc(NS(=O)(=O)c3ccc(F)c(F)c3)c2)CC1",
  "species": ["C", "C", "O", "C", "O", "C", "C", "C", "N", "C", "O", "C", "C", "C", "C", "C", "N", "S", "O", "O", "C", "C", "C", "C", "F", "C", "F", "C", "C", "C", "C", "H", "H", "H", "H", "H", "H", "H", "H", "H", "H", "H", "H", "H", "H", "H", "H", "H", "H", "H", "H", "H", "H"],
  "coordinates": [[-5.84, -1.97, 1.63], [-5.05, -1.83, 0.33], [-4.55, -0.50, 0.17], [-3.41, -0.20, 0.78], [-2.78, -0.97, 1.46], [-3.03, 1.26, 0.53], [-2.97, 1.55, -0.98], [-1.79, 0.82, -1.61], [-0.55, 1.19, -0.95], [0.35, 1.95, -1.62], [0.16, 2.35, -2.76], [1.64, 2.24, -0.92], [2.11, 3.55, -0.85], [3.35, 3.80, -0.28], [4.11, 2.77, 0.23], [3.65, 1.46, 0.15], [4.38, 0.39, 0.67], [3.56, -0.75, 1.61], [2.41, -0.16, 2.22], [4.57, -1.35, 2.43], [3.01, -1.94, 0.39], [3.93, -2.48, -0.50], [3.51, -3.39, -1.44], [2.17, -3.76, -1.49], [1.76, -4.64, -2.41], [1.26, -3.21, -0.59], [-0.03, -3.57, -0.64], [1.68, -2.30, 0.36], [2.42, 1.20, -0.45], [-0.54, 0.88, 0.46], [-1.68, 1.60, 1.17], [-6.25, -2.97, 1.69], [-5.19, -1.80, 2.48], [-6.65, -1.25, 1.65], [-4.20, -2.53, 0.33], [-5.68, -2.01, -0.54], [-3.82, 1.86, 0.98], [-3.90, 1.24, -1.46], [-2.85, 2.63, -1.12], [-1.69, 1.09, -2.67], [-1.92, -0.26, -1.52], [1.51, 4.35, -1.25], [3.71, 4.82, -0.22], [5.06, 2.97, 0.70], [5.27, 0.63, 1.08], [4.96, -2.17, -0.44], [4.19, -3.83, -2.15], [0.99, -1.87, 1.07], [2.09, 0.18, -0.54], [0.41, 1.16, 0.91], [-0.67, -0.20, 0.58], [-1.68, 1.29, 2.22], [-1.53, 2.68, 1.12]]
}



[4]
{
  "formula": "C8H13N2OS",
  "method": "ωB97M-V/def2-TZVPD",
  "e_lumo_ev": -2.9,
  "fmax_ev_per_a": 3.3,
  "homo_energy_ev": -12.66,
  "homo_lumo_gap_ev": 9.80,
  "e_tot_ha": -895.2950,
  "charge": 1,
  "species": ["C", "C", "C", "C", "C", "C", "C", "C", "N", "N", "O", "S", "H", "H", "H", "H", "H", "H", "H", "H", "H", "H", "H", "H", "H"],
  "coordinates": [[2.12, 2.94, 0.17], [1.53, 3.15, -1.04], [1.82, 1.88, 0.99], [0.46, 2.25, -1.46], [0.79, 1.01, 0.59], [0.08, 1.25, -0.54], [-0.81, -1.21, -1.54], [0.10, -3.68, 0.59], [0.45, -4.36, -0.34], [-2.35, -0.78, 1.68], [-0.47, -2.94, 1.26], [-1.44, 0.32, -0.76], [2.85, 3.70, 0.39], [1.89, 4.07, -1.59], [2.34, 1.78, 1.89], [-0.13, 2.46, -2.47], [0.49, 0.19, 1.10], [-1.58, -1.57, -2.10], [0.01, -0.98, -2.16], [-3.18, -0.34, 2.05], [1.35, -4.72, -0.56], [-1.71, -0.65, 2.47], [-1.70, -0.24, 0.76], [-0.42, -1.81, -0.76], [-2.51, -1.71, 1.38]]
}



[5]
{
  "formula": "C8H14O",
  "method": "ωB97M-V/def2-TZVPD",
  "e_lumo_ev": 0.7,
  "fmax_ev_per_a": 5.5,
  "homo_energy_ev": -8.01,
  "homo_lumo_gap_ev": 8.68,
  "e_tot_ha": -388.2739,
  "charge": 0,
  "smiles": "C=C(C)C(=C)O.C=CC",
  "species": ["C", "C", "C", "C", "C", "O", "H", "H", "H", "H", "H", "H", "H", "H", "C", "C", "C", "H", "H", "H", "H", "H", "H"],
  "coordinates": [[0.35, 1.43, -1.54], [0.32, 0.20, -0.99], [1.32, -0.85, -1.37], [-1.25, -0.62, -0.84], [-2.36, -0.02, -1.25], [-1.20, -1.88, -0.31], [1.11, 1.67, -2.26], [-0.36, 2.19, -1.28], [1.25, -1.73, -0.74], [2.34, -0.46, -1.36], [1.10, -1.22, -2.38], [-2.30, 0.91, -1.80], [-3.34, -0.45, -1.10], [-2.09, -2.27, -0.29], [0.29, 1.70, 2.16], [0.45, 0.57, 1.49], [0.97, -0.72, 2.02], [-0.13, 2.57, 1.67], [0.48, 1.76, 3.22], [-0.29, 0.36, 0.53], [1.96, -0.91, 1.61], [1.06, -0.69, 3.11], [0.31, -1.53, 1.71]]
}



[6]
{
  "formula": "C3H9N2O",
  "method": "ωB97M-V/def2-TZVPD",
  "e_lumo_ev": -3.6,
  "fmax_ev_per_a": 4.0,
  "homo_energy_ev": -14.08,
  "homo_lumo_gap_ev": 10.44,
  "e_tot_ha": -304.1518,
  "charge": 1,
  "smiles": "[NH3+][C@@H]1CNCO1",
  "species": ["N", "C", "C", "N", "C", "O", "H", "H", "H", "H", "H", "H", "H", "H", "H"],
  "coordinates": [[1.42, -0.09, -1.01], [-0.05, 0.45, -0.78], [-0.23, 1.10, 0.62], [-0.85, 0.03, 1.42], [-0.76, -1.13, 0.66], [-0.85, -0.70, -0.70], [2.07, 0.69, -1.15], [1.52, -0.64, -0.11], [1.39, -0.71, -1.78], [-0.47, 1.08, -1.72], [0.77, 1.25, 0.96], [-0.65, 2.13, 0.44], [-1.84, 0.15, 1.76], [0.17, -1.69, 0.69], [-1.64, -1.90, 0.71]]
}